Record 1
105
Properties=species:S:1:pos:R:3 method="wB97M-V/def2-TZVPD" orbital_gap_ev=6.79 de_lowest_kcal_mol=31.0 energy_ev=-273241.89404 total_charge=-1
H -3.87 4.92 1.23
H -6.11 4.88 2.26
H 0.48 -4.48 -1.12
H -1.71 3.17 3.01
C -2.19 -1.07 -2.10
H -2.83 0.98 3.10
H 1.50 -7.36 -2.55
H 1.72 -3.08 3.66
H -4.08 6.15 -3.07
H -1.83 2.48 -4.39
H -1.66 3.12 4.79
H -4.56 0.65 -1.66
H 4.03 -1.01 1.00
C -2.16 -3.26 -1.08
C 2.05 -3.73 1.02
H 0.11 -0.08 5.16
C -3.07 1.51 -2.96
C 0.08 -6.48 0.96
H 1.72 -4.58 -2.37
H 3.98 -2.06 2.44
C -1.72 1.18 -0.41
H -6.37 0.67 1.52
C -0.33 -2.92 -3.45
S 1.35 1.85 2.05
H 0.06 -2.51 3.32
H -0.36 -5.60 0.48
H -1.87 -3.91 -0.25
C -5.45 1.85 -3.20
C -3.92 2.89 -4.74
C -2.90 -3.78 -2.13
C -3.27 4.70 -1.71
C 0.75 -7.30 -1.77
H 1.15 -4.27 1.31
H -1.88 6.70 -4.07
H 3.62 -5.82 0.49
As 0.87 -2.21 -2.07
H -1.97 -0.46 3.67
H 0.21 -3.61 -4.10
C -3.18 5.65 -2.72
H 3.57 -2.37 -0.85
H -0.43 1.41 5.96
H 0.16 5.53 -3.27
As 1.63 -7.20 -0.01
C -3.85 2.82 0.74
H -2.62 0.71 4.84
H 2.83 -4.01 1.73
H -3.19 -4.83 -2.14
H -3.74 3.53 -5.60
C 1.41 -4.03 -1.47
C -6.39 2.78 1.95
H -0.01 3.84 -1.47
C -1.11 2.87 3.87
C -4.56 1.63 0.86
C -0.82 1.37 3.82
C -5.83 1.61 1.45
C -2.91 -1.60 -3.17
H 3.37 -5.99 -1.23
P -2.09 2.85 0.16
H -1.25 -1.52 -0.23
C 1.12 -2.25 3.28
C -0.81 5.30 -2.83
H 0.10 -6.45 -1.96
N -0.14 0.90 2.60
C -2.14 0.60 3.87
C -4.38 1.28 -2.53
H 1.28 -1.36 3.88
C -2.14 4.04 -1.24
H 1.91 -1.25 -4.14
S -0.02 0.94 -3.13
C -5.23 2.66 -4.31
C -3.27 -2.95 -3.18
P -1.67 0.72 -2.07
Al -0.28 1.07 0.80
H 0.34 -6.24 1.98
H -4.10 0.72 0.51
H 2.77 -2.76 -3.72
H -0.67 -7.28 0.97
H 3.38 -0.37 2.51
C 3.77 -3.44 -0.78
H -6.06 3.10 -4.84
H -3.19 -0.97 -4.00
C -1.95 5.96 -3.28
C 0.02 1.01 5.05
H 3.12 -1.25 -2.85
H -7.37 2.76 2.41
H 1.03 1.43 4.94
C -2.85 2.32 -4.06
H 0.15 -8.21 -1.80
H -6.47 1.67 -2.86
H 4.15 -3.79 -1.75
H -3.85 -3.34 -4.01
H -4.24 4.46 -1.29
C 3.46 -1.27 1.89
C 2.49 -4.20 -0.38
C -0.90 4.36 -1.82
H 4.56 -3.59 -0.03
C 2.34 -1.84 -3.32
C -4.42 3.98 1.28
C -5.68 3.97 1.86
H -1.18 -3.43 -3.00
H -0.18 3.45 3.85
As 1.64 -1.82 1.44
C -1.81 -1.92 -1.06
C 2.87 -5.70 -0.30
H -0.70 -2.08 -4.04

---

Record 2
111
Properties=species:S:1:pos:R:3 method="wB97M-V/def2-TZVPD" smiles=CO[C@H](CC[C@@](F)(Br)C(F)(F)Br)COCCCCCO.c1cc[nH]c1.c1cc[nH]c1.c1cc[nH]c1.c1cc[nH]c1.c1cc[nH]c1.c1cc[nH]c1.c1cc[nH]c1 orbital_gap_ev=8.28 energy_ev=-207195.72555
H -2.27 7.57 -2.56
H 3.01 8.65 3.51
C -5.59 -3.16 -0.49
H 5.51 -3.45 0.53
H 4.66 6.75 4.52
C -4.98 -2.03 -0.01
C -2.82 3.42 1.39
H -3.43 -0.72 -0.95
H -5.79 10.36 -7.87
C -2.52 6.02 -3.97
H -0.36 -6.38 -0.16
C 2.95 0.54 2.04
C -1.31 -6.23 0.32
C 4.55 -1.46 2.09
H 3.57 -5.03 2.06
H 1.52 7.42 1.62
H 4.07 4.47 3.19
C 1.41 -1.13 4.03
C 3.41 -6.52 -0.95
C 2.95 -5.41 0.01
H -1.70 5.40 -3.66
C -2.47 -5.80 -0.27
H 3.39 -8.71 -1.06
H 2.99 -6.36 -1.94
Br 2.89 1.26 -3.04
C 4.00 -4.96 1.06
C -5.54 12.31 -6.81
H -2.98 2.79 2.25
O 1.54 -7.98 -0.43
H 1.23 -8.21 -1.31
C 2.11 -9.21 2.74
H 5.51 -1.21 2.57
H -4.25 8.74 -3.54
H -5.18 -1.57 0.94
C -1.59 -6.42 1.70
H 2.96 -11.37 5.01
H 3.48 -7.54 3.06
H 3.28 -8.04 0.58
N -5.07 -3.42 -1.74
H -1.37 2.23 0.41
H 0.40 -1.31 3.65
H 4.86 -5.63 1.01
H 1.30 -11.11 3.16
H -4.56 9.41 -5.90
C -3.37 4.62 1.04
H -3.62 -2.49 -3.00
C 3.92 6.62 3.75
H -2.68 -5.54 -1.29
H 4.60 -1.12 1.05
C 2.96 -7.90 -0.46
H 3.81 -0.34 3.79
C -4.90 12.56 -5.56
F 4.21 1.20 -0.70
C -2.80 5.00 -0.21
F 0.78 0.48 -1.05
H 1.47 -8.95 1.91
H 1.80 -0.87 0.81
C -5.44 10.96 -7.04
N 2.65 5.71 2.19
C 3.13 -8.52 3.34
C 3.06 7.62 3.22
C 2.29 7.02 2.26
H 2.62 -4.54 -0.57
N -1.93 3.07 0.41
H -1.27 3.92 -1.43
C 3.65 5.45 3.09
H 0.87 0.46 1.46
H 3.82 1.00 1.56
C 3.42 -0.70 2.83
H -0.90 -6.74 2.47
H 2.05 -5.76 0.53
H 3.84 -2.99 0.16
C -4.14 -2.46 -2.06
C 4.47 -3.51 0.89
H -3.90 11.11 -4.19
C -4.44 11.36 -5.09
H 2.58 1.30 2.73
C -2.91 -6.10 1.90
N -4.78 10.39 -5.99
H -6.01 13.03 -7.45
C -3.44 5.86 -4.96
C -4.31 6.99 -4.92
C -4.07 -1.59 -1.01
H 2.26 5.02 1.57
H -6.34 -3.80 -0.06
C 2.90 -10.50 4.39
H -5.34 -4.18 -2.33
N -3.43 -5.73 0.69
N -2.79 7.20 -3.33
C 3.64 -9.34 4.38
Br 1.66 2.84 -0.08
H -3.02 5.89 -0.77
C 1.84 0.20 1.02
H -4.11 5.17 1.60
H -3.51 -6.11 2.79
C -3.87 7.80 -3.90
O 4.37 -2.86 2.15
C -1.91 4.02 -0.56
H 1.53 -1.69 4.97
C 3.10 0.65 -1.21
H -4.79 13.51 -5.07
H 4.51 -6.52 -1.04
O 2.35 -1.59 3.08
H -5.16 7.17 -5.56
H -3.50 5.03 -5.64
C 1.86 0.92 -0.32
H 4.44 -9.11 5.06
N 1.97 -10.41 3.38
F 3.31 -0.69 -1.22
H -4.38 -5.43 0.54
H 1.52 -0.06 4.26